[1]
C2H6NO2P | ωB97M-V/def2-TZVPD

- SMILES = O=C(CP)NO
- LUMO energy (hartree) = 0.026
- orbital gap (eV) = 9.94

Geometry as ORCA input:
```
! wB97M-V def2-TZVPD RIJCOSX def2/J DEFGRID3
* xyz 0 1
C -0.1350 0.6656 -0.0444
C 1.2733 -0.1808 -0.4612
N -0.5999 0.2447 1.1360
O -0.6310 1.5251 -0.7090
O -1.6546 1.0306 1.6895
P 0.7143 -1.7352 -1.3098
H 1.6339 0.4964 -1.3015
H 2.0603 -0.2858 0.2496
H -0.1409 -0.3509 1.7653
H -1.8679 1.8793 1.3150
H -0.4068 -0.9317 -1.9273
H -0.2457 -2.3573 -0.4023
*
```

***

[2]
C2H6NO2P | ωB97M-V/def2-TZVPD

- LUMO energy (alpha / beta) (hartree) = 0.037 / -0.080
- orbital gap (alpha / beta) (eV) = 6.56 / 8.51
- expectation value of S² = 2.008

Geometry as ORCA input:
```
! wB97M-V def2-TZVPD RIJCOSX def2/J DEFGRID3
* xyz 0 3
C -0.9280 -1.4383 0.4133
C 1.0782 0.9284 -1.4320
N -1.6957 -0.7806 1.2334
O -0.8825 -2.4906 -0.1213
O 0.1765 1.3430 1.1213
P 0.7680 0.2949 0.2568
H 1.6228 1.8677 -1.3301
H 1.6382 0.2172 -2.0285
H 0.1140 1.1283 -1.8965
H -2.5631 -1.1705 1.5851
H -1.3910 0.1532 1.5087
H 2.0627 -0.0525 0.6896
*
```

***

[3]
C2H6NO2Si | ωB97M-V/def2-TZVPD

- LUMO energy (hartree) = 0.147
- orbital gap (eV) = 8.06

Geometry as ORCA input:
```
! wB97M-V def2-TZVPD RIJCOSX def2/J DEFGRID3
* xyz -1 1
C -1.1670 0.5802 -0.2762
C 1.2575 1.4255 -0.0137
N 0.0925 0.2855 0.1020
O -1.7388 -0.6624 -0.3317
O -1.7122 1.6152 -0.6445
Si -0.3695 -1.5222 0.1295
H 1.1663 2.0182 1.0531
H 2.2073 0.8116 0.1402
H 1.0096 2.0129 -0.8448
H -0.3685 -1.6516 1.6308
H 0.5952 -1.9266 -0.8311
H -0.9725 -2.9864 -0.1136
*
```

***

[4]
C2H6NO3 | ωB97M-V/def2-TZVPD

- LUMO energy (hartree) = 0.158
- orbital gap (eV) = 8.17

Geometry as ORCA input:
```
! wB97M-V def2-TZVPD RIJCOSX def2/J DEFGRID3
* xyz -1 1
O -1.1898 2.0012 -0.0886
C -0.4830 0.9779 -0.0675
O 0.2164 0.5421 -1.0675
C -0.5655 -0.0038 1.2325
N 0.3858 -0.9802 1.6873
H -1.3752 -0.4780 0.6278
H -0.8578 0.5528 2.0479
H 0.6834 -1.6080 0.8877
H 1.1870 -0.6110 2.2907
H 0.8390 -1.7243 -2.3588
H 1.0888 -0.7888 -1.3008
O 1.2266 -1.8340 -1.4684
*
```

***

[5]
C2H6NO3 | ωB97M-V/def2-TZVPD

- LUMO energy (hartree) = 0.151
- orbital gap (eV) = 8.26

Geometry as ORCA input:
```
! wB97M-V def2-TZVPD RIJCOSX def2/J DEFGRID3
* xyz -1 1
C 0.0153 1.6356 0.8372
N -0.1779 1.0019 -0.4378
C -0.8902 -0.2303 -0.4276
O -0.8593 -0.8481 -1.5469
O -1.3628 -0.6917 0.6168
H 0.7360 1.1093 1.5401
H -0.9366 1.4914 1.3482
H 0.3379 2.7030 0.8264
H 0.4706 1.0332 -1.1930
H 0.3079 -2.3889 -1.0799
H 1.2081 -2.1536 0.1841
O 1.1511 -2.6618 -0.6674
*
```

***

[6]
C2H6NO3P | ωB97M-V/def2-TZVPD

- LUMO energy (hartree) = -0.081
- orbital gap (eV) = 8.10

Geometry as ORCA input:
```
! wB97M-V def2-TZVPD RIJCOSX def2/J DEFGRID3
* xyz 0 1
C 1.4321 1.5269 0.1940
C -1.1880 -1.7384 -0.3120
N 1.0601 0.1465 0.2219
O 1.6228 -0.7245 0.8355
O -1.1010 0.8046 -1.5602
O -1.3157 0.7083 0.9823
P -0.8434 0.1126 -0.2850
H 2.1418 1.7160 0.9276
H 0.4365 1.9533 0.4613
H 1.6109 1.6853 -0.8237
H -1.4445 -1.7355 0.7718
H -2.0760 -1.9919 -0.7625
H -0.3356 -2.4634 -0.6509
*
```

***

[7]
C2H6NO3P2 | ωB97M-V/def2-TZVPD

- LUMO energy (hartree) = -0.202
- orbital gap (eV) = 7.91

Geometry as ORCA input:
```
! wB97M-V def2-TZVPD RIJCOSX def2/J DEFGRID3
* xyz 1 1
C 3.0167 0.8250 0.2751
C 1.8856 0.0881 0.0955
N -3.2793 -0.5344 -0.2977
O -1.6321 -2.5583 0.6151
O -0.7595 -0.0563 -0.3656
O 2.7519 2.0647 0.6919
P -1.6427 -1.7752 -0.5695
P 0.3370 0.9429 0.0030
H 4.0706 0.4953 0.0194
H 2.0003 -0.8764 -0.3523
H -3.6548 -0.0469 -1.2119
H -3.9622 -1.1480 0.0737
H -2.6671 0.0360 0.2845
H 3.5355 2.5435 0.7387
*
```

***

[8]
C2H6NO3S | ωB97M-V/def2-TZVPD

- LUMO energy (hartree) = 0.148
- orbital gap (eV) = 7.62

Geometry as ORCA input:
```
! wB97M-V def2-TZVPD RIJCOSX def2/J DEFGRID3
* xyz -1 1
C -0.1090 -1.6562 0.3227
C -0.1185 0.4146 -1.1972
N 0.5041 -0.3700 -0.0053
O 2.0930 1.1654 1.5801
O -0.0848 1.9577 1.1095
O -1.4237 0.8661 -0.9446
S 0.7112 0.7608 1.5099
H -1.2326 -1.6509 -0.0489
H 0.5213 -2.3042 -0.2202
H 0.0628 -1.6999 1.4375
H -0.1437 -0.3423 -2.0414
H 0.5741 1.4272 -1.2937
H -1.3542 1.4318 -0.2083
*
```

***

[9]
C2H6NS | ωB97M-V/def2-TZVPD

- LUMO energy (hartree) = 0.156
- orbital gap (eV) = 7.17

Geometry as ORCA input:
```
! wB97M-V def2-TZVPD RIJCOSX def2/J DEFGRID3
* xyz -1 1
S 2.7963 -0.9124 -1.1844
H 2.4632 -1.8273 -2.0333
C -1.3722 1.3115 0.1728
C -0.4032 0.5108 0.6564
N 0.0366 -0.7878 0.4609
H -2.3904 0.9264 -0.0655
H -1.4439 2.2567 0.6164
H 0.2788 1.0212 1.3953
H -0.8146 -1.3760 0.2099
H 0.8493 -1.1230 -0.2286
*
```

***

[10]
C2H6NS | ωB97M-V/def2-TZVPD

- LUMO energy (hartree) = 0.147
- orbital gap (eV) = 7.08

Geometry as ORCA input:
```
! wB97M-V def2-TZVPD RIJCOSX def2/J DEFGRID3
* xyz -1 1
S 0.0184 3.4737 -1.3169
H 0.7631 3.1032 -0.2000
C 0.0097 -2.0495 0.5869
C -0.0427 -0.9432 -0.2456
N -0.0045 0.4485 0.0648
H -0.3547 -1.7183 1.5964
H -0.0595 -3.0662 0.1799
H 0.0483 -1.2102 -1.2712
H -0.3367 0.5339 1.0187
H -0.0414 1.4282 -0.4130
*
```

***

[11]
C2H6NS | ωB97M-V/def2-TZVPD

- LUMO energy (hartree) = 0.146
- orbital gap (eV) = 6.61

Geometry as ORCA input:
```
! wB97M-V def2-TZVPD RIJCOSX def2/J DEFGRID3
* xyz -1 1
S -1.9181 1.3775 0.0992
H -2.6241 1.9528 1.0903
C 0.3464 -1.1447 0.3219
C 2.4428 -0.4916 -0.5311
N 1.6683 -1.4479 -0.2457
H 0.0206 -2.0545 0.8181
H -0.5027 -0.7315 -0.2381
H 0.5335 -0.2942 0.9800
H 3.4936 -0.7460 -0.6245
H 2.0156 0.5156 -0.5065
*
```

***

[12]
C2H6NS2 | ωB97M-V/def2-TZVPD

- LUMO energy (alpha / beta) (hartree) = -0.244 / -0.288
- orbital gap (alpha / beta) (eV) = 7.70 / 6.07

Geometry as ORCA input:
```
! wB97M-V def2-TZVPD RIJCOSX def2/J DEFGRID3
* xyz 1 1
C 0.5081 -0.6722 -0.6126
C -0.0243 -0.4955 0.6303
N -0.2990 0.4461 -0.4613
S 1.4355 2.6427 -0.0311
S -1.3692 -1.4691 1.4280
H 0.6075 -1.3901 -1.3638
H 0.5286 0.0253 1.3999
H 0.2812 1.5364 -0.3776
H -1.0271 0.6876 -1.1173
H 1.0321 2.2773 1.2602
H -1.9153 -1.7387 0.1495
*
```

***

[13]
C2H6NiO2 | ωB97M-V/def2-TZVPD

- LUMO energy (alpha / beta) (hartree) = -0.468 / -0.523
- orbital gap (alpha / beta) (eV) = 8.49 / 6.97
- expectation value of S² = 2.005

Geometry as ORCA input:
```
! wB97M-V def2-TZVPD RIJCOSX def2/J DEFGRID3
* xyz 2 3
C -1.4046 0.3835 0.1494
C -0.1757 -0.1600 -0.5292
O 0.9731 0.2410 0.2962
H -2.2456 0.2431 -0.5419
H -1.6273 -0.1611 1.0752
H -1.3054 1.4555 0.3596
H 0.0017 0.2785 -1.5168
H -0.1702 -1.2547 -0.5793
H 1.0446 -0.5117 1.3499
Ni 3.0082 0.3066 -0.5405
O 1.9012 -0.8206 0.4773
*
```

***

[14]
C2H6O | ωB97M-V/def2-TZVPD

- SMILES = C=C.O
- LUMO energy (hartree) = 0.033
- orbital gap (eV) = 11.11

Geometry as ORCA input:
```
! wB97M-V def2-TZVPD RIJCOSX def2/J DEFGRID3
* xyz 0 1
C -1.1203 1.5055 0.8290
C -0.8056 0.3308 0.2445
H -2.1763 1.6985 1.0499
H -0.3926 2.2767 1.1061
H -1.6094 -0.4045 0.1242
H 0.1835 0.0738 -0.1516
O 2.2409 -1.6735 -0.8106
H 1.3035 -1.4021 -0.9371
H 2.3763 -2.4053 -1.4543
*
```

***

[15]
C2H6O2 | ωB97M-V/def2-TZVPD

- SMILES = OCCO
- LUMO energy (hartree) = 0.025
- orbital gap (eV) = 10.80

Geometry as ORCA input:
```
! wB97M-V def2-TZVPD RIJCOSX def2/J DEFGRID3
* xyz 0 1
C -0.6475 0.2769 0.3493
C 0.7785 0.2892 -0.2661
H -0.9419 1.2168 0.1915
H -0.7269 0.3685 1.5840
H 0.4808 0.3273 -1.2404
H 1.4552 1.3521 -0.0412
H 0.9549 -1.4272 0.2562
H -1.5308 -0.7714 -1.0454
O 1.5450 -0.8215 0.2219
O -1.3672 -0.8108 -0.0098
*
```

***

[16]
C2H6O2P | ωB97M-V/def2-TZVPD

- LUMO energy (hartree) = -0.202
- orbital gap (eV) = 11.05

Geometry as ORCA input:
```
! wB97M-V def2-TZVPD RIJCOSX def2/J DEFGRID3
* xyz 1 1
C 0.3090 1.4923 -0.6887
C 0.2650 -1.5261 0.1662
O -1.8131 0.0603 0.7790
O -0.8257 0.4612 1.7786
P -0.3450 0.0629 0.2913
H 1.2244 1.8822 -0.1734
H -0.5790 2.1190 -0.6873
H 0.5566 1.2099 -1.7233
H 0.8388 -1.9339 0.9641
H 0.9397 -1.4968 -0.7213
H -0.5708 -2.3310 0.0148
*
```

***

[17]
C2H6O2Pb | ωB97M-V/def2-TZVPD

- LUMO energy (alpha / beta) (hartree) = -0.196 / -0.198
- orbital gap (alpha / beta) (eV) = 7.26 / 8.81
- expectation value of S² = 0.753

Geometry as ORCA input:
```
! wB97M-V def2-TZVPD RIJCOSX def2/J DEFGRID3
* xyz 1 2
C -2.2384 -1.2163 0.0630
C -2.1658 0.2555 -0.0036
O -0.8819 0.7907 -0.1109
H -3.2874 -1.5231 0.1441
H -1.8191 -1.6915 -0.8396
H -1.7040 -1.6203 0.9449
H -2.8802 0.9236 0.4759
H -0.8680 1.7314 0.1357
Pb 0.9866 -0.1092 -0.3936
O 2.8661 -0.1582 -0.0439
H 3.3314 -0.5447 0.6967
*
```

***

[18]
C2H6O2Pr | ωB97M-V/def2-TZVPD

- LUMO energy (alpha / beta) (hartree) = -0.349 / -0.351
- orbital gap (alpha / beta) (eV) = 6.15 / 9.30
- expectation value of S² = 3.753

Geometry as ORCA input:
```
! wB97M-V def2-TZVPD RIJCOSX def2/J DEFGRID3
* xyz 2 4
C -1.5499 0.3834 0.1261
C -0.2703 -0.1178 -0.4915
O 0.8022 0.1829 0.4489
H -2.3363 0.3152 -0.6365
H -1.8516 -0.2337 0.9823
H -1.4571 1.4315 0.4362
H -0.0020 0.4106 -1.4133
H -0.2783 -1.2024 -0.6571
H 0.9618 -0.6435 1.3140
Pr 4.1356 0.2468 -0.4187
O 1.8460 -0.7731 0.3096
*
```

***

[19]
C2H6O2S | ωB97M-V/def2-TZVPD

- LUMO energy (hartree) = -0.019
- orbital gap (eV) = 8.03

Geometry as ORCA input:
```
! wB97M-V def2-TZVPD RIJCOSX def2/J DEFGRID3
* xyz 0 1
C 0.8853 0.6963 0.3754
C -1.8992 -0.7380 0.5927
O -0.8998 -0.9775 1.2771
O -1.8703 -0.0947 -0.4827
S 1.6471 -0.2853 -0.8367
H 0.2985 1.3561 -0.2751
H 1.5416 1.2647 1.0277
H -2.8601 -1.0301 0.9712
H 0.1703 -0.0123 0.7951
H 2.4017 0.1916 -1.8749
H 0.5849 -0.3709 -1.5699
*
```

***

[20]
C2H6O2S | ωB97M-V/def2-TZVPD

- LUMO energy (alpha / beta) (hartree) = -0.068 / -0.066
- orbital gap (alpha / beta) (eV) = 7.57 / 7.61

Geometry as ORCA input:
```
! wB97M-V def2-TZVPD RIJCOSX def2/J DEFGRID3
* xyz 0 1
C 0.4787 0.4510 -1.2637
C 0.2195 -0.3175 1.3701
O -1.8035 -2.0400 -0.6959
O -1.3347 1.5631 0.1357
S -0.8185 0.2050 0.0051
H 0.0447 0.7877 -2.1803
H 1.1747 1.1937 -0.8245
H 0.9384 -0.4930 -1.4247
H 1.2203 0.0577 1.2769
H -0.3010 0.0533 2.2409
H 0.1815 -1.4610 1.3604
*
```